Version a
A 2-piece molecular cluster, C5H15NSi overall. Source: the Open Molecules 2025 dataset; level of theory: the ωB97M-V functional and the def2-TZVPD basis.

Computed properties:
LUMO energy (alpha / beta): 0.9 / -1.3 eV
Orbital gap (alpha / beta): 6.97 / 8.96 eV

```
! wB97M-V def2-TZVPD RIJCOSX def2/J DEFGRID3
* xyz 0 3
C -2.0538 -0.0796 -1.0563
C -1.7755 1.0758 1.2311
C 2.6192 -0.2339 1.3659
C 1.6115 0.8094 -1.6068
C -1.9085 -0.2291 0.4007
N -0.9676 -1.2758 0.7253
Si 1.5805 -0.4690 -0.1826
H -1.8804 -1.0156 -1.5061
H -2.9813 0.3458 -1.2052
H -1.3945 0.6067 -1.5604
H -0.7036 1.3929 1.2531
H -2.0414 0.8782 2.2508
H -2.4155 1.8879 0.8504
H 3.5759 -0.7771 1.3071
H 2.8330 0.7707 1.4867
H 2.0370 -0.5255 2.2962
H 1.1548 0.3821 -2.4866
H 0.9743 1.6885 -1.2617
H 2.5394 1.3346 -1.7328
H -2.9490 -0.6432 0.6138
H -0.6364 -1.0570 1.6674
H 2.0999 -1.7776 -0.5727
*
```

---

Version b
A 2-piece molecular cluster, C5H15NSi overall. Source: the Open Molecules 2025 dataset; level of theory: the ωB97M-V functional and the def2-TZVPD basis.

Computed properties:
LUMO energy (alpha / beta): 1.0 / -1.4 eV
Orbital gap (alpha / beta): 7.91 / 8.20 eV

```
! wB97M-V def2-TZVPD RIJCOSX def2/J DEFGRID3
* xyz 0 3
C 2.1140 0.9357 0.9956
C 3.0469 -0.2381 -1.0899
C -1.4887 -1.7216 0.7747
C -3.2019 1.1230 -0.5451
C 2.0176 -0.0752 -0.0745
N -0.6392 -0.0114 -1.2128
Si -1.6261 0.1129 0.1562
H 2.1837 0.6773 1.9881
H 2.9250 1.6703 0.7697
H 1.0913 1.5910 1.1823
H 3.1031 -1.3404 -1.5520
H 4.0629 0.1946 -0.8362
H 2.6591 0.4488 -1.8866
H -1.9856 -2.5271 0.3120
H -0.3713 -1.9721 0.7032
H -1.6415 -1.6524 1.8124
H -2.6469 1.8875 -1.0724
H -3.4788 0.5168 -1.3092
H -4.0100 1.5787 -0.1151
H 1.4313 -0.9314 0.1895
H -0.6168 0.6509 -1.9684
H -1.0402 0.9568 1.2212
*
```

---

Which of them is the most stable? Correct choice: version a.